No. 1
15
Properties=species:S:1:pos:R:3:lowdin_charge:R:1 method="wB97M-V/def2-TZVPD" largest_force_ha_per_bohr=0.005 relative_energy_kj_mol=44.35 homo_lumo_gap_ev=9.99 smiles=Cc1ccn(C)n1 energy_ev=-8294.5367 total_charge=0
C -2.4178 -0.6736 0.1284 -0.049
C -1.0440 -0.0744 0.0381 -0.365
C -0.6741 1.2886 -0.0009 -0.041
C 0.6999 1.2728 -0.0845 -0.085
N 1.0759 -0.0254 -0.0918 -0.228
C 2.4117 -0.5747 -0.0927 -0.028
N 0.0283 -0.8586 -0.0118 0.107
H -2.4291 -1.6413 -0.3802 0.072
H -3.1703 -0.0245 -0.3302 0.072
H -2.7069 -0.8485 1.1743 0.076
H -1.3280 2.1502 0.0110 0.096
H 1.4278 2.0686 -0.1576 0.116
H 3.1031 0.1498 -0.5270 0.085
H 2.4117 -1.4796 -0.7005 0.085
H 2.7312 -0.8295 0.9225 0.087

---

No. 2
40
Properties=species:S:1:pos:R:3:lowdin_charge:R:1 method="wB97M-V/def2-TZVPD" largest_force_ha_per_bohr=0.013 relative_energy_kj_mol=0.00 homo_lumo_gap_ev=8.83 smiles="CCCC(=O)c1c[nH]c(C(=O)NCCc2ccccn2)c1" energy_ev=-25466.6005 total_charge=0
C 6.3797 -1.1764 -0.7198 -0.111
C 5.1928 -0.2329 -0.8678 -0.252
C 4.8941 0.4980 0.4467 -0.139
C 3.7031 1.4157 0.2730 -0.385
O 3.8306 2.6175 0.1466 0.078
C 2.3922 0.7705 0.2339 -0.154
C 1.2042 1.4339 -0.0418 -0.022
N 0.1912 0.5574 0.0207 0.095
C 0.6860 -0.6898 0.3198 -0.168
C -0.2059 -1.8580 0.3826 -0.442
O 0.1134 -2.9791 0.0428 0.079
N -1.4497 -1.5535 0.8678 0.054
C -2.6156 -2.2826 0.4480 -0.164
C -3.2432 -1.6103 -0.7931 -0.106
C -3.7067 -0.2170 -0.4855 -0.276
C -5.0621 0.0876 -0.3968 -0.013
C -5.4480 1.3823 -0.0981 -0.055
C -4.4685 2.3411 0.1117 -0.057
C -3.1458 1.9477 0.0153 -0.124
N -2.7707 0.7102 -0.2753 0.067
C 2.0499 -0.5866 0.4502 0.040
H 7.2703 -0.6282 -0.4204 0.072
H 6.1741 -1.9339 0.0336 0.072
H 6.5854 -1.6777 -1.6626 0.069
H 5.4066 0.5066 -1.6424 0.117
H 4.3123 -0.7978 -1.1796 0.104
H 4.6929 -0.2281 1.2350 0.115
H 5.7584 1.1014 0.7298 0.122
H 1.0628 2.4694 -0.2800 0.129
H -0.7851 0.7379 -0.2097 0.103
H -1.6286 -0.5880 1.1034 0.109
H -2.2958 -3.2953 0.1957 0.121
H -3.3407 -2.3217 1.2657 0.124
H -4.0822 -2.2109 -1.1436 0.113
H -2.4816 -1.5766 -1.5750 0.127
H -5.7990 -0.6827 -0.5647 0.113
H -6.4945 1.6405 -0.0297 0.110
H -4.7224 3.3625 0.3448 0.104
H -2.3413 2.6542 0.1782 0.111
H 2.7056 -1.3969 0.6946 0.120

---

No. 3
19
Properties=species:S:1:pos:R:3:lowdin_charge:R:1 method="wB97M-V/def2-TZVPD" largest_force_ha_per_bohr=0.096 relative_energy_kj_mol=315.97 homo_lumo_gap_ev=9.28 energy_ev=-15534.0988 total_charge=0
C -0.0354 2.3823 0.0775 0.032
C -0.4545 -0.5344 -1.7348 0.024
C -0.6902 1.2287 0.0335 -0.384
C -0.1487 0.0137 -0.5861 -0.178
C -2.0718 0.9947 0.5854 -0.027
C 1.4360 -2.2570 0.4185 -0.230
C 1.2794 -0.7520 0.6549 -0.603
I 3.1276 0.1904 0.0763 0.772
H -0.4306 3.2756 0.6306 0.084
H 0.8678 2.4534 -0.5861 0.057
H -0.1173 -1.4409 -2.1787 0.051
H -1.0671 -0.0510 -2.4567 0.060
H -2.0444 1.1133 1.6219 0.074
H -2.3134 0.0254 0.5036 0.041
H -2.7467 1.5994 0.1667 0.049
H 1.8971 -2.7337 1.3057 0.081
H 0.5673 -2.8628 0.4679 0.051
H 1.8872 -2.3294 -0.5725 0.046
H 1.0577 -0.3157 1.5724 0.002